(1)
A cluster of 3 separate species, C5H17N2O3 in total in a non-equilibrium geometry. Source: OMol25; level of theory: ωB97M-V with the def2-TZVPD basis set.

Values from the calculation:
Calculated total energy ... -14576.34471 eV
Strongest force on any atom ... 6.6 eV/Å
Multiplicity ... 1
Total charge ... +1
HOMO energy ... -12.8 eV
Energy above the lowest of the compared OMol25 structures with the same formula, charge and spin ... 1.885 eV

```
27
C5H17N2O3 | OMol25 | ωB97M-V with the def2-TZVPD basis set
N 3.36 0.55 -0.14
C 2.18 -0.15 0.60
C 2.22 -1.59 0.42
C 0.99 0.55 -0.03
N -0.27 0.60 0.47
C -0.74 0.10 1.77
C -1.31 -1.29 1.48
O 1.20 0.89 -1.17
H 3.36 0.27 -1.15
H 3.31 1.57 0.20
H 4.30 0.21 0.20
H 2.37 0.12 1.70
H 2.29 -2.01 -0.61
H 1.35 -2.18 0.81
H 3.10 -2.07 0.96
H -0.98 1.07 -0.02
H 0.14 0.05 2.48
H -1.43 0.92 2.16
H -0.70 -2.12 1.51
H -2.03 -1.30 0.75
H -1.99 -1.43 2.42
H -3.63 -0.70 -3.06
H -4.20 -1.18 -1.70
O -3.42 -0.70 -2.13
H -3.14 0.51 -1.14
H -3.06 2.17 -1.27
O -2.88 1.35 -0.70
```

***

(2)
The ion CH3NO3S with charge -2. Source: OMol25; level of theory: ωB97M-V with the def2-TZVPD basis set.

Values from the calculation:
Calculated total energy ... -19548.99214 eV
Strongest force on any atom ... 0.7 eV/Å
Multiplicity ... 1
Total charge ... -2
HOMO energy ... 2.4 eV
Energy above the lowest of the compared OMol25 structures with the same formula, charge and spin ... 0.104 eV

```
9
CH3NO3S | OMol25 | ωB97M-V with the def2-TZVPD basis set
C -0.30 0.45 -0.05
N -1.41 -0.42 0.23
O -2.14 -0.84 -0.91
O 1.79 -0.91 1.01
O 2.26 1.05 -0.48
S 1.48 -0.25 -0.33
H -0.50 1.04 -0.95
H -0.15 1.13 0.80
H -1.03 -1.26 0.68
```

***

(3)
An isolated molecule of C4H4 in a non-equilibrium geometry. Source: OMol25; level of theory: ωB97M-V with the def2-TZVPD basis set.

Values from the calculation:
Calculated total energy ... -4209.37112 eV
Strongest force on any atom ... 2.9 eV/Å
SMILES string ... C=C=C=C
Multiplicity ... 1
HOMO energy ... -9.1 eV
Energy above the lowest of the compared OMol25 structures with the same formula, charge and spin ... 0.787 eV

```
8
C4H4 | OMol25 | ωB97M-V with the def2-TZVPD basis set
C 0.62 0.03 -0.18
C -0.64 -0.06 -0.13
C 1.89 0.02 0.21
C -1.88 0.02 0.20
H 2.40 -0.92 0.45
H 2.62 0.97 0.22
H -2.44 -0.91 0.46
H -2.36 1.01 0.14
```

***

(4)
An isolated molecule of C16H29NO3 in a non-equilibrium geometry. Source: OMol25; level of theory: ωB97M-V with the def2-TZVPD basis set.

Values from the calculation:
Calculated total energy ... -24691.98568 eV
Strongest force on any atom ... 4.5 eV/Å
SMILES string ... C[C@H]1[C@@H]2CC[C@@H](C2)[C@@H]1CN(CCO)C(=O)CC[C@@H](C)O
Multiplicity ... 1
HOMO energy ... -9.2 eV

```
49
C16H29NO3 | OMol25 | ωB97M-V with the def2-TZVPD basis set
O 2.20 0.06 0.26
O 0.44 -1.62 2.84
O 4.18 -2.61 -1.06
C 1.27 -0.66 -0.14
N 0.00 -0.50 0.48
C 3.13 -4.68 -0.14
C -1.21 1.42 -2.22
C -0.09 -2.47 1.85
C 1.61 -1.29 -1.53
C -0.87 -1.66 0.73
C -0.38 0.75 1.15
C 1.82 -2.82 -1.44
C -1.12 4.42 0.32
C -1.52 3.54 1.62
C -3.06 3.09 -0.14
C 2.95 -3.24 -0.50
C -1.80 3.64 -0.78
C -2.38 2.36 1.03
C -1.08 2.21 -0.88
C -1.53 1.34 0.31
H 0.79 -0.82 2.32
H 3.92 -1.80 -1.53
H 3.46 -5.32 -1.01
H 3.84 -4.84 0.68
H 2.26 -5.23 0.23
H -0.30 0.68 -2.07
H -2.17 0.81 -2.31
H -1.15 2.10 -3.08
H 0.72 -3.07 1.44
H -0.77 -3.29 2.28
H 0.84 -1.11 -2.35
H 2.54 -0.81 -1.82
H -0.87 -2.28 -0.16
H -1.86 -1.41 1.29
H -0.84 0.57 2.20
H 0.54 1.32 1.41
H 2.05 -3.15 -2.46
H 0.90 -3.32 -1.09
H -0.08 4.51 0.29
H -1.58 5.48 0.34
H -2.08 4.10 2.38
H -0.64 3.11 2.15
H -3.72 3.79 0.11
H -3.58 2.47 -0.79
H 2.66 -2.73 0.39
H -1.99 4.15 -1.73
H -3.07 1.80 1.71
H -0.11 2.54 -0.67
H -2.28 0.44 0.11
```

***

Question: The lowest strongest force on any atom belongs to which entry?
Answer: CH3NO3S

***

Question: What is the calculated total energy in the second record?
Answer: -19548.99214 eV